C69H58FN3O14 | ωB97M-V with the def2-TZVPD basis set

Properties
- LUMO (eV) = -1.366
- charge = 0
- max |F| (eV Å⁻¹) = 1.4
- multiplicity = 1

Positions of all 145 atoms, in Å:
1 C 1.0117 3.7608 2.4957
2 C 2.0463 3.4648 1.4028
3 C 1.7195 2.2220 0.5618
4 C 0.8608 2.4731 -0.6703
5 O 1.3710 3.5441 -1.4859
6 C 0.4354 4.2278 -2.1901
7 C 0.4201 4.1167 -3.5804
8 C 1.4614 3.2094 -4.1910
9 O 2.7253 3.8453 -4.1560
10 C 3.7694 2.9242 -3.9265
11 C 5.1004 3.6800 -3.9366
12 O 5.0025 4.7915 -3.0870
13 C 5.6687 5.9422 -3.5745
14 C 4.9706 6.5729 -4.7951
15 C -0.5154 4.8072 -4.3315
16 C -1.4762 5.6094 -3.6767
17 C -1.4516 5.7375 -2.2937
18 C -2.4348 6.6039 -1.5259
19 N -1.8134 7.9331 -1.3812
20 C -0.4845 5.0554 -1.5624
21 O -0.4640 5.1721 -0.1553
22 C 0.2875 6.1749 0.2346
23 N 0.9884 6.9463 0.7220
24 C -2.4954 6.3063 -4.5036
25 O -3.0593 7.3276 -4.1835
26 C -2.8240 5.6821 -5.8377
27 C -4.2200 5.9531 -6.3296
28 C -5.2431 5.0700 -5.5795
29 C -6.6123 5.1532 -6.2657
30 C -4.8286 3.5857 -5.5356
31 C -1.8939 4.9669 -6.4727
32 C -2.0870 4.3606 -7.8345
33 O -2.2049 3.1935 -8.0267
34 N -2.1313 5.2788 -8.9794
35 C -1.5243 6.5236 -8.7359
36 O -0.3662 6.7317 -8.6698
37 F -2.4144 7.5293 -8.6137
38 C -0.5578 4.7540 -5.8264
39 O 0.4167 4.5749 -6.5139
40 H 1.3248 3.3922 3.4726
41 H 0.8807 4.8386 2.6061
42 H 0.0350 3.3313 2.2632
43 H 3.0218 3.2985 1.8640
44 H 2.1913 4.3278 0.7530
45 H 2.6395 1.7285 0.2466
46 H 1.1552 1.5262 1.1852
47 H 0.8939 1.5630 -1.2797
48 H -0.1852 2.6244 -0.3925
49 H 1.4921 2.2970 -3.5821
50 H 1.2060 2.9032 -5.2038
51 H 3.7779 2.1575 -4.7105
52 H 3.6677 2.4489 -2.9426
53 H 5.8633 2.9739 -3.5804
54 H 5.3486 3.9517 -4.9666
55 H 5.6450 6.6672 -2.7614
56 H 6.7183 5.7123 -3.7897
57 H 5.0365 7.6557 -4.7159
58 H 5.4444 6.2465 -5.7224
59 H 3.9329 6.2447 -4.8371
60 H -3.3969 6.6464 -2.0325
61 H -2.5592 6.2096 -0.5199
62 H -1.8678 8.4007 -2.2780
63 H -2.2899 8.4787 -0.6765
64 H -4.4504 6.9947 -6.1041
65 H -4.3002 5.8071 -7.4066
66 H -5.2971 5.4079 -4.5417
67 H -6.8794 6.1681 -6.5584
68 H -6.6050 4.4832 -7.1274
69 H -7.3785 4.7736 -5.5877
70 H -5.6931 2.9509 -5.3466
71 H -4.0520 3.3935 -4.7938
72 H -4.4162 3.2773 -6.4992
73 H -3.1054 5.4636 -9.2159
74 O 2.1443 -6.1313 2.4000
75 C 1.9227 -4.9990 2.0198
76 C 2.8951 -4.2888 1.1426
77 C 4.0500 -4.9461 0.7381
78 C 4.9486 -4.3116 -0.1029
79 C 4.6962 -3.0169 -0.5451
80 C 3.5526 -2.3531 -0.1345
81 C 2.6504 -2.9840 0.7133
82 C 1.4328 -2.2487 1.1586
83 O 1.2496 -1.0955 0.8232
84 C 0.4527 -2.9673 2.0162
85 C -0.7056 -2.3127 2.4164
86 C -1.6402 -2.9755 3.1941
87 C -1.4237 -4.2953 3.5769
88 C -0.2656 -4.9478 3.1893
89 C 0.6771 -4.2880 2.4120
90 H 4.2400 -5.9543 1.0807
91 H 5.8467 -4.8260 -0.4190
92 H 5.3949 -2.5259 -1.2097
93 H 3.3528 -1.3445 -0.4696
94 H -0.8702 -1.2878 2.1135
95 H -2.5439 -2.4654 3.5013
96 H -2.1601 -4.8156 4.1735
97 H -0.0891 -5.9722 3.4867
98 O -3.9985 -6.4062 3.5412
99 C -4.9054 -7.0839 3.1023
100 C -6.2995 -6.9184 3.5993
101 C -6.5651 -5.9570 4.5665
102 C -7.8609 -5.7688 5.0161
103 C -8.8979 -6.5395 4.5008
104 C -8.6368 -7.5082 3.5466
105 C -7.3377 -7.7049 3.0957
106 C -7.0741 -8.7642 2.0806
107 O -7.9676 -9.4805 1.6811
108 C -5.6830 -8.9131 1.5685
109 C -5.4179 -9.8689 0.5961
110 C -4.1361 -10.0015 0.0893
111 C -3.1129 -9.1798 0.5509
112 C -3.3692 -8.2330 1.5279
113 C -4.6526 -8.0987 2.0433
114 H -5.7550 -5.3588 4.9601
115 H -8.0666 -5.0179 5.7676
116 H -9.9113 -6.3840 4.8467
117 H -9.4371 -8.1148 3.1457
118 H -6.2186 -10.5016 0.2388
119 H -3.9320 -10.7448 -0.6701
120 H -2.1138 -9.2804 0.1479
121 H -2.5772 -7.5932 1.8930
122 O 7.1686 -2.6429 8.0952
123 C 6.1692 -2.8353 7.4350
124 C 4.8936 -2.1330 7.7525
125 C 4.8627 -1.2291 8.8071
126 C 3.6949 -0.5434 9.0951
127 C 2.5524 -0.7564 8.3305
128 C 2.5738 -1.6660 7.2870
129 C 3.7416 -2.3605 6.9971
130 C 3.7405 -3.3469 5.8810
131 O 2.7258 -3.5813 5.2582
132 C 5.0200 -4.0328 5.5487
133 C 5.0521 -4.9302 4.4882
134 C 6.2402 -5.5536 4.1473
135 C 7.4016 -5.2854 4.8644
136 C 7.3725 -4.4014 5.9298
137 C 6.1827 -3.7746 6.2784
138 H 5.7558 -1.0651 9.3943
139 H 3.6735 0.1627 9.9148
140 H 1.6439 -0.2115 8.5514
141 H 1.6883 -1.8407 6.6913
142 H 4.1479 -5.1377 3.9310
143 H 6.2635 -6.2497 3.3188
144 H 8.3304 -5.7691 4.5915
145 H 8.2708 -4.1910 6.4937